{"formula": "C11H13NO3", "method": "ωB97M-V with the def2-TZVPD basis set", "de_lowest_kcal_mol": 55.9, "smiles": "COC(=O)[C@H](C)/N=C/c1ccc(O)cc1", "energy_ev": -19248.6829, "elements": ["C", "O", "C", "O", "C", "C", "N", "C", "C", "C", "C", "C", "O", "C", "C", "H", "H", "H", "H", "H", "H", "H", "H", "H", "H", "H", "H", "H"], "positions_angstrom": [[-2.323, -3.358, -0.065], [-1.758, -2.106, -0.565], [-2.607, -1.102, -1.010], [-3.849, -1.136, -0.980], [-1.895, 0.154, -1.547], [-1.827, 0.161, -3.097], [-0.548, 0.355, -1.036], [-0.355, 0.951, 0.178], [0.973, 1.166, 0.729], [1.153, 1.962, 1.810], [2.483, 2.049, 2.403], [3.502, 1.171, 1.965], [4.705, 1.146, 2.562], [3.279, 0.329, 0.851], [2.024, 0.334, 0.169], [-3.055, -3.254, 0.780], [-1.414, -3.983, 0.045], [-2.947, -3.794, -0.911], [-2.539, 1.009, -1.165], [-1.454, -0.826, -3.512], [-2.905, 0.243, -3.511], [-1.132, 0.989, -3.387], [-1.281, 1.332, 0.598], [0.386, 2.537, 2.302], [2.628, 2.676, 3.192], [4.735, 1.760, 3.280], [4.119, -0.301, 0.491], [1.901, -0.466, -0.568]], "atomic_forces_ev_per_a": [[-1.0, -0.1, -1.9], [-1.4, 1.2, -0.2], [-1.8, -0.8, 0.6], [3.2, -0.6, 0.0], [-0.1, 0.9, 0.8], [-1.2, -0.7, -0.5], [1.7, 1.1, 4.1], [-2.0, -1.8, -5.7], [-0.1, -2.4, -1.9], [3.4, 0.7, 1.7], [-1.7, -2.9, -3.2], [-1.7, 1.1, -0.5], [0.6, -0.8, -0.6], [-0.9, 0.1, -1.0], [1.7, 0.4, 2.8], [1.3, 0.1, -0.4], [-0.9, 0.3, 0.6], [0.8, 0.4, 1.0], [0.3, -0.9, -0.7], [-0.1, 1.2, 0.7], [1.9, 0.3, 0.5], [-0.9, -0.7, 0.0], [0.1, 0.3, 0.8], [-0.4, 0.0, -0.3], [0.5, 1.6, 2.1], [0.0, 0.6, 0.7], [-0.7, 0.4, 0.4], [-0.5, 0.9, 0.0]], "lowdin_charge": [-0.044, -0.079, -0.402, 0.070, -0.356, -0.055, 0.056, -0.055, -0.245, -0.025, 0.014, -0.325, 0.071, 0.000, 0.019, 0.102, 0.095, 0.102, 0.152, 0.092, 0.104, 0.082, 0.117, 0.111, 0.068, 0.096, 0.122, 0.112]}